[1]
83
Properties=species:S:1:pos:R:3 method="wB97M-V/def2-TZVPD" max_force_ev_per_a=2.90 total_charge=-1 lumo_energy_ev=2.45 total_energy_ha=-1455.9161 multiplicity=1
C 3.76 2.64 -1.42
C 2.80 1.88 -1.43
C 1.47 1.05 -1.23
C 1.72 -0.04 -0.10
C 2.03 0.64 1.32
Nb 0.33 0.33 2.86
C -1.27 1.15 1.47
C -2.03 -0.08 0.72
C 0.88 2.39 3.70
C -0.33 3.40 3.86
C -0.69 4.27 2.58
C 0.34 4.26 1.42
C 1.20 4.36 0.55
H 4.74 3.17 -1.45
H 1.13 0.59 -2.21
H 0.62 1.75 -0.93
H 0.85 -0.76 0.05
H 2.62 -0.67 -0.36
H 2.15 1.77 1.22
H 2.97 0.25 1.83
H -0.97 0.09 4.14
H 0.03 -1.33 2.17
H 1.53 -0.41 4.01
H -2.09 1.67 2.07
H -0.89 1.86 0.67
H -2.37 -0.82 1.50
H -2.98 0.35 0.26
H -1.40 -0.55 -0.09
H 1.25 2.18 4.77
H 1.79 2.80 3.16
H -1.28 2.88 4.22
H -0.06 4.12 4.70
H -1.68 3.92 2.14
H -0.89 5.35 2.90
H 1.79 4.71 -0.33
C 0.13 -2.57 -6.02
C -0.47 -3.04 -4.86
C 0.19 -2.93 -3.64
C 1.45 -2.35 -3.59
C 2.05 -1.88 -4.75
C 1.40 -2.00 -5.97
H -0.38 -2.66 -6.98
H -1.46 -3.49 -4.91
H -0.28 -3.30 -2.74
H 1.96 -2.26 -2.63
H 3.03 -1.42 -4.70
H 1.87 -1.63 -6.87
C 3.04 -4.58 -0.61
C 2.60 -3.61 0.28
C 3.18 -3.50 1.54
C 4.22 -4.36 1.89
C 4.66 -5.33 1.00
C 4.07 -5.44 -0.25
H 2.57 -4.67 -1.59
H 1.79 -2.94 0.00
H 2.83 -2.75 2.23
H 4.68 -4.27 2.87
H 5.47 -5.99 1.28
H 4.41 -6.20 -0.95
C -2.84 7.73 1.76
C -3.99 7.26 2.37
C -4.87 8.15 2.98
C -4.60 9.51 2.96
C -3.45 9.99 2.35
C -2.56 9.10 1.75
H -2.15 7.04 1.29
H -4.21 6.20 2.38
H -5.77 7.78 3.46
H -5.29 10.21 3.43
H -3.24 11.05 2.34
H -1.66 9.47 1.28
C -1.82 -7.98 -2.20
C -1.20 -7.09 -1.33
C -1.51 -5.73 -1.39
C -2.43 -5.27 -2.31
C -3.05 -6.15 -3.19
C -2.74 -7.51 -3.14
H -1.58 -9.03 -2.16
H -0.49 -7.45 -0.60
H -1.02 -5.04 -0.71
H -2.67 -4.21 -2.36
H -3.77 -5.79 -3.91
H -3.21 -8.20 -3.82


[2]
103
Properties=species:S:1:pos:R:3 method="wB97M-V/def2-TZVPD" max_force_ev_per_a=0.57 total_charge=-1 lumo_energy_ev=1.43 total_energy_ha=-10366.3815 de_lowest_ev=0.482 multiplicity=1
Sn -0.19 0.24 0.75
S -3.71 -3.47 7.06
N -2.51 -3.99 6.12
C -2.49 -3.22 5.05
C -1.58 -3.33 3.92
C -0.54 -4.26 3.86
C 0.27 -4.28 2.75
C 0.00 -3.39 1.71
N -0.99 -2.52 1.75
C -1.75 -2.46 2.84
C -2.78 -1.39 2.87
N -2.80 -0.53 1.85
C -3.68 0.45 1.88
C -4.59 0.64 2.92
C -4.56 -0.23 3.98
C -3.64 -1.27 3.96
C -3.51 -2.22 5.06
N -4.26 -2.25 6.15
H -0.38 -4.93 4.70
H 1.11 -4.96 2.68
H 0.62 -3.36 0.82
H -3.65 1.14 1.04
H -5.28 1.48 2.89
H -5.23 -0.13 4.83
N 1.16 -2.01 -1.58
C 0.96 -3.22 -2.37
C -0.49 -3.24 -2.85
C -1.50 -3.27 -1.70
C -2.72 -2.38 -1.92
N -2.30 -0.98 -2.10
H 1.06 -1.18 -2.16
H 2.05 -1.96 -1.11
H 1.15 -4.08 -1.73
H 1.63 -3.30 -3.24
H -0.64 -4.10 -3.51
H -0.66 -2.34 -3.46
H -1.01 -2.91 -0.79
H -1.84 -4.30 -1.52
H -3.40 -2.50 -1.07
H -3.26 -2.70 -2.82
H -1.47 -0.78 -1.54
H -3.02 -0.35 -1.76
O 1.13 -1.04 3.83
As 3.51 -0.10 2.28
O 4.52 -0.62 3.46
O 2.50 -1.14 1.47
C 4.55 1.19 1.24
C 5.91 0.89 1.31
C 6.83 1.66 0.60
C 6.41 2.73 -0.16
C 5.06 3.05 -0.21
C 4.14 2.28 0.48
S 2.43 2.77 0.44
O 2.18 3.43 1.72
O 2.22 3.56 -0.74
O 1.78 1.43 0.43
H 1.44 -1.37 2.96
H 6.23 0.07 1.93
H 7.89 1.41 0.65
H 7.12 3.33 -0.70
H 4.69 3.88 -0.80
Br -3.23 6.39 -0.31
C -2.43 4.70 0.03
C -2.49 3.72 -0.94
C -1.88 2.49 -0.68
C -1.25 2.21 0.53
C -1.22 3.23 1.48
C -1.80 4.48 1.25
H -2.98 3.91 -1.88
H -1.90 1.74 -1.47
H -0.73 3.06 2.44
H -1.75 5.27 1.98
C 0.50 0.84 5.08
C 0.87 0.32 3.70
N 2.24 1.02 3.33
O -0.06 0.65 2.81
H 1.22 0.49 5.83
H -0.49 0.45 5.32
H 0.46 1.93 5.08
H 2.79 1.18 4.17
H 2.05 1.92 2.87
C -2.43 1.61 -4.68
C -1.14 0.98 -5.18
As 0.25 0.94 -3.79
C 1.57 -0.19 -4.72
C 1.78 0.06 -6.21
C 1.11 2.66 -4.16
C 0.52 3.80 -3.33
H -3.20 1.64 -5.46
H -2.27 2.64 -4.35
H -2.82 1.05 -3.83
H -0.75 1.52 -6.05
H -1.32 -0.06 -5.48
H 1.29 -1.24 -4.55
H 2.51 -0.03 -4.18
H 0.88 -0.17 -6.79
H 2.59 -0.55 -6.61
H 2.03 1.11 -6.41
H 1.05 2.88 -5.23
H 2.17 2.53 -3.91
H -0.55 3.93 -3.53
H 1.01 4.75 -3.57
H 0.64 3.62 -2.26


[3]
98
Properties=species:S:1:pos:R:3 method="wB97M-V/def2-TZVPD" max_force_ev_per_a=8.40 total_charge=0 lumo_energy_ev="-0.66 / -2.33" total_energy_ha=-11373.0156 multiplicity=3
V -0.27 0.55 0.47
S 0.67 -1.18 1.97
P -1.17 -1.85 1.58
C -1.53 -1.04 0.09
P -1.27 -1.93 -1.40
S 0.64 -2.19 -1.85
C -2.16 -3.52 -1.34
C -1.51 -4.72 -1.55
C -2.23 -5.91 -1.46
C -3.58 -5.87 -1.17
C -4.23 -4.66 -0.99
C -3.52 -3.48 -1.07
C -2.17 -0.92 -2.62
C -2.14 -1.30 -3.95
C -2.79 -0.53 -4.90
C -3.46 0.62 -4.52
C -3.52 0.98 -3.18
C -2.88 0.21 -2.22
C -2.46 -1.31 2.74
C -3.62 -0.76 2.20
C -4.64 -0.35 3.04
C -4.50 -0.48 4.41
C -3.35 -1.04 4.95
C -2.32 -1.46 4.12
C -1.17 -3.67 1.66
C 0.00 -4.36 1.36
C 0.00 -5.74 1.40
C -1.16 -6.43 1.72
C -2.32 -5.73 2.02
C -2.34 -4.35 1.99
H -0.45 -4.73 -1.77
H -1.73 -6.85 -1.61
H -4.14 -6.79 -1.09
H -5.29 -4.63 -0.77
H -4.01 -2.52 -0.94
H -1.60 -2.20 -4.24
H -2.77 -0.82 -5.94
H -3.95 1.24 -5.26
H -4.06 1.86 -2.87
H -2.92 0.51 -1.18
H -3.70 -0.65 1.13
H -5.54 0.08 2.62
H -5.28 -0.14 5.07
H -3.24 -1.15 6.02
H -1.42 -1.90 4.52
H 0.89 -3.81 1.11
H 0.90 -6.29 1.16
H -1.16 -7.51 1.73
H -3.22 -6.27 2.28
H -3.23 -3.80 2.22
C 3.19 0.40 -2.60
As 1.54 1.03 -1.63
C 0.46 1.10 -3.26
C 1.80 3.01 -1.59
C 2.80 3.69 -0.64
C 2.92 5.15 -1.08
C 2.25 3.69 0.79
As 1.44 2.02 1.49
C 0.89 2.82 3.18
C 3.05 1.05 2.15
C 4.16 2.99 -0.72
As 5.75 4.03 -0.10
C 5.96 3.45 1.78
C 7.04 2.72 -0.81
H 3.46 1.10 -3.39
H 2.92 -0.56 -3.05
H 4.03 0.24 -1.93
H 0.98 1.69 -4.03
H -0.50 1.57 -3.04
H 0.29 0.10 -3.65
H 0.80 3.42 -1.39
H 2.06 3.28 -2.62
H 1.93 5.58 -1.20
H 3.46 5.22 -2.03
H 3.48 5.72 -0.34
H 1.46 4.45 0.86
H 3.05 3.97 1.50
H 1.73 3.39 3.61
H 0.60 2.04 3.89
H 0.04 3.49 3.01
H 3.84 1.75 2.43
H 3.41 0.36 1.38
H 2.76 0.46 3.02
H 4.38 2.82 -1.78
H 4.10 2.02 -0.22
H 5.20 3.88 2.43
H 6.93 3.81 2.13
H 5.94 2.37 1.87
H 7.11 2.81 -1.89
H 6.74 1.70 -0.56
H 8.03 2.90 -0.39
F -2.40 4.39 1.64
Te -1.14 3.32 0.50
F -2.87 2.40 0.35
F -1.75 3.85 -1.28
F -1.26 1.28 1.95
F -0.43 5.27 0.16
O -0.69 1.59 -0.60